Record 1
{"formula": "C3H9NO2", "method": "ωB97M-V/def2-TZVPD", "total_charge": 0, "max_force_ha_per_bohr": 0.044, "homo_energy_ha": -0.3260, "e_lumo_ev": 0.4483, "e_above_lowest_ev": 3.6350, "symbols": ["H", "H", "H", "H", "O", "C", "H", "O", "H", "H", "C", "H", "H", "N", "C"], "xyz": [[-1.533, 0.480, -1.390], [2.020, 2.780, 1.125], [-3.092, 1.261, -0.811], [-1.886, 1.662, 1.346], [1.136, 2.441, 1.035], [-2.118, 0.849, -0.559], [-0.606, -1.392, -0.322], [2.120, -2.931, -1.523], [2.415, -2.100, -1.172], [0.092, -1.923, 1.300], [-0.442, -1.161, 0.743], [1.027, 2.455, 0.085], [2.990, -3.337, -1.662], [-0.554, 0.040, 1.143], [-1.569, 0.876, 0.662]], "atomic_forces_ev_per_a": [[-0.3, -0.9, -0.1], [0.6, 0.2, 0.4], [0.4, 0.5, 0.2], [-0.3, -0.7, 0.4], [-0.2, 0.0, -0.1], [0.4, 0.3, -0.1], [-1.0, -0.6, 0.3], [0.7, -0.5, -0.2], [-0.3, 0.9, 0.4], [0.3, 0.3, 0.3], [1.1, 1.1, -1.6], [-0.4, -0.1, -0.4], [-0.4, -0.4, -0.2], [-0.4, -1.0, 2.0], [-0.3, 0.8, -1.4]], "mulliken_charge": [0.24, 0.29, 0.25, 0.35, -0.60, -0.61, 0.20, -0.62, 0.31, 0.27, -0.34, 0.31, 0.31, -0.35, -0.01]}

Record 2
{"formula": "C6H10", "method": "ωB97M-V/def2-TZVPD", "total_charge": 0, "max_force_ha_per_bohr": 0.019, "homo_energy_ha": -0.3596, "e_lumo_ev": 1.1972, "e_above_lowest_ev": 1.8454, "symbols": ["H", "H", "H", "C", "C", "C", "H", "H", "H", "H", "C", "H", "C", "H", "H", "C"], "xyz": [[2.794, -0.198, 0.022], [1.161, 0.963, -1.503], [-2.218, 0.506, -1.269], [0.847, 0.907, -0.450], [-0.314, -0.064, -0.157], [-1.423, 0.472, 0.817], [-1.426, 1.564, 0.886], [1.661, 0.051, 1.389], [-2.135, -1.123, -0.403], [0.727, 1.920, -0.062], [0.736, -1.196, -0.106], [-1.976, 0.041, 1.656], [-1.748, -0.111, -0.518], [1.007, -1.545, -1.122], [0.567, -2.083, 0.508], [1.742, -0.104, 0.311]], "atomic_forces_ev_per_a": [[-0.2, 0.0, 0.0], [-0.3, -0.1, 0.2], [0.1, -0.1, -0.3], [-0.1, 0.2, 0.0], [-0.2, 0.1, 0.2], [0.2, 0.0, 0.0], [0.2, -0.3, -0.1], [0.1, 0.1, -0.1], [-0.2, 0.2, -0.4], [0.2, -0.1, 0.0], [-0.2, -0.1, 0.3], [0.9, -0.4, 0.0], [-0.2, 0.0, -0.4], [-0.5, 0.3, 0.3], [0.1, 0.2, 0.2], [0.2, 0.0, 0.1]], "mulliken_charge": [0.33, 0.23, 0.26, -0.72, 0.62, -0.92, 0.22, 0.23, 0.23, 0.34, -0.69, 0.28, -0.43, 0.21, 0.35, -0.53]}